Record 1
DFT (ωB97M-V/def2-TZVPD) results for a structure of composition C53H35F15GeN3O3PtSTe in a non-equilibrium geometry.

Positions of all 113 atoms, in Å:
Pt  0.08941  0.32064  0.36787
O  -6.49746  -2.02011  0.18233
C  -5.61465  -2.56711  1.13925
C  -4.23471  -2.02054  0.91690
C  -3.28913  -2.06898  1.93583
C  -2.05768  -1.48893  1.72470
N  -1.71811  -0.92889  0.56699
C  -2.59086  -0.94614  -0.45312
C  -3.86932  -1.46615  -0.29642
C  -2.06172  -0.46060  -1.73683
C  -2.74795  -0.52738  -2.94438
C  -2.10663  -0.14979  -4.11162
C  -2.80037  -0.22849  -5.44078
O  -4.19950  -0.26444  -5.25009
C  -0.78105  0.27029  -4.04119
C  -0.17104  0.32844  -2.80417
N  -0.80273  -0.01541  -1.68961
H  -7.38358  -2.35405  0.34158
H  -5.57150  -3.66107  1.05643
H  -5.92844  -2.32480  2.16110
H  -3.52824  -2.51571  2.89121
H  -1.30993  -1.46069  2.50719
H  -4.59156  -1.42330  -1.09800
H  -3.77114  -0.86932  -2.99266
H  -2.45165  -1.13399  -5.95469
H  -2.50128  0.63239  -6.04848
H  -4.63033  -0.27387  -6.10865
H  -0.23810  0.54483  -4.93558
H  0.85506  0.65602  -2.68959
C  -6.33901  6.88835  -0.59134
C  -5.14445  6.00315  -0.36080
C  -4.73828  5.07770  -1.31203
C  -3.63511  4.25675  -1.10721
C  -3.24435  3.27250  -2.18181
C  -2.92164  4.36098  0.09391
Te  -1.19962  3.05213  0.42380
N  1.08132  1.83876  1.05849
C  2.39822  2.06162  1.18609
O  3.22362  1.19476  0.90985
C  2.88538  3.39217  1.69802
C  2.02845  4.44936  1.98881
C  2.52858  5.65408  2.45471
C  3.89389  5.81415  2.64189
C  4.75648  4.76834  2.34738
C  4.25564  3.56668  1.87444
C  -2.37955  2.09357  1.92853
C  -3.65769  1.71289  1.52621
C  -4.55505  1.16021  2.42318
C  -4.17685  0.97312  3.74314
C  -2.90084  1.32922  4.14364
C  -1.97999  1.89473  3.25921
C  -0.62365  2.27832  3.77245
C  -3.30429  5.29930  1.05764
C  -2.57671  5.47250  2.36552
C  -4.41484  6.10191  0.81468
H  -6.81072  6.67505  -1.54926
H  -6.04349  7.93859  -0.57748
H  -7.07974  6.74517  0.19686
H  -5.29672  4.99022  -2.23795
H  -3.93393  3.32415  -3.02490
H  -3.25317  2.24959  -1.80062
H  -2.23737  3.47627  -2.55026
H  0.96838  4.32252  1.83527
H  1.85310  6.47256  2.66979
H  4.28308  6.75238  3.01627
H  5.82268  4.89611  2.48410
H  4.92672  2.75421  1.63007
H  -3.96801  1.87085  0.50001
H  -5.54381  0.87447  2.08401
H  -4.87391  0.55799  4.46096
H  -2.60633  1.19149  5.17752
H  -0.59186  2.25393  4.86115
H  -0.35036  3.27609  3.42749
H  0.13104  1.59075  3.39615
H  -1.57105  5.05932  2.31447
H  -3.11438  4.96259  3.16888
H  -2.50921  6.52823  2.62934
H  -4.71685  6.82484  1.56583
F  2.65996  -0.67827  3.53650
C  3.96481  -0.67010  3.23018
C  4.40089  -1.45135  2.17497
C  5.74087  -1.40645  1.85558
F  6.19564  -2.10149  0.80223
C  6.64202  -0.65817  2.59587
F  7.94186  -0.64834  2.28954
C  6.17986  0.08669  3.66536
F  7.02994  0.82547  4.37487
C  4.83195  0.08185  3.99153
F  4.39561  0.81267  5.01965
Ge  3.04563  -2.44112  1.13536
S  1.83386  -1.31085  -0.24163
C  4.00246  -3.86737  0.08854
C  4.01837  -3.98673  -1.29103
F  3.36055  -3.11780  -2.06048
C  4.70859  -5.00450  -1.93102
F  4.69681  -5.09644  -3.26289
C  5.41373  -5.93370  -1.18791
F  6.07949  -6.90804  -1.79897
C  5.42514  -5.84018  0.19365
F  6.10621  -6.73024  0.91643
C  4.72328  -4.81508  0.79816
F  4.76281  -4.73190  2.13886
C  2.11505  -3.62334  2.49099
C  2.42758  -3.78287  3.83303
F  3.42120  -3.10197  4.40483
C  1.76111  -4.69029  4.64201
F  2.07532  -4.79922  5.93345
C  0.77903  -5.50226  4.10366
F  0.14952  -6.38841  4.86864
C  0.46672  -5.39612  2.75986
F  -0.45717  -6.19965  2.22546
C  1.12974  -4.45858  1.99036
F  0.82008  -4.36987  0.68678

Forces on the atoms, in the same order (eV/Å):
Pt -0.446 0.203 -0.212
O 0.027 0.078 -0.076
C 0.002 -0.143 0.104
C 0.076 0.003 0.117
C -0.216 0.039 -0.154
C 0.074 -0.051 0.171
N 0.025 -0.121 -0.190
C -0.146 -0.296 0.506
C 0.058 0.162 -0.124
C 0.294 0.154 -0.521
C -0.112 -0.002 0.191
C 0.130 0.061 -0.015
C 0.087 -0.028 -0.129
O -0.031 0.011 0.085
C -0.237 -0.080 0.025
C 0.115 0.080 -0.117
N 0.123 -0.148 0.186
H -0.023 -0.046 0.008
H -0.016 0.025 0.017
H 0.005 0.018 -0.037
H 0.048 0.037 0.051
H 0.016 0.038 -0.018
H 0.025 -0.020 -0.016
H 0.006 -0.003 0.021
H -0.005 0.036 -0.003
H -0.013 -0.007 0.026
H -0.011 -0.029 -0.015
H 0.040 0.048 0.025
H -0.010 -0.006 0.023
C 0.060 -0.029 0.047
C -0.025 0.014 0.007
C -0.038 -0.005 0.013
C 0.106 -0.088 0.038
C -0.089 0.081 -0.019
C 0.332 -0.073 -0.285
Te -1.249 0.683 0.183
N 0.587 -1.354 0.203
C 0.923 1.039 -0.120
O -0.210 -0.195 0.215
C -0.035 0.075 0.047
C 0.016 -0.157 -0.046
C 0.022 0.071 0.029
C -0.045 0.024 0.009
C 0.023 0.030 0.021
C 0.064 -0.049 -0.020
C 0.118 -0.058 0.224
C 0.025 -0.028 -0.013
C -0.091 -0.061 -0.049
C -0.003 -0.048 0.040
C -0.024 0.006 -0.006
C -0.043 0.070 -0.126
C -0.027 -0.029 -0.048
C 0.146 -0.003 0.110
C -0.092 -0.026 -0.036
C -0.009 -0.069 -0.086
H -0.012 0.018 -0.004
H -0.042 0.017 -0.024
H -0.030 0.020 -0.020
H 0.010 0.001 -0.013
H 0.003 0.026 0.007
H 0.052 -0.026 -0.015
H 0.011 -0.071 -0.025
H -0.082 0.017 0.014
H -0.013 -0.015 0.013
H 0.012 0.004 -0.017
H 0.001 -0.038 -0.001
H -0.048 -0.059 -0.002
H -0.005 0.002 0.001
H -0.012 0.030 0.009
H 0.008 -0.010 -0.006
H 0.010 -0.003 0.002
H -0.054 0.053 -0.008
H 0.070 0.013 0.031
H 0.126 0.014 -0.030
H 0.012 0.053 0.081
H 0.053 -0.047 0.010
H -0.008 0.001 0.005
H 0.027 0.008 0.017
F -0.058 0.230 0.064
C 0.196 -0.251 -0.180
C -0.335 0.159 -0.252
C -0.166 -0.041 0.049
F 0.208 0.075 0.085
C 0.040 -0.060 -0.078
F -0.029 0.034 -0.005
C -0.019 0.021 -0.045
F 0.008 -0.015 0.031
C -0.074 0.124 0.033
F 0.011 0.008 -0.004
Ge 0.230 -0.584 0.274
S -0.235 -0.052 -0.036
C -0.092 0.264 0.228
C -0.039 -0.020 0.179
F 0.077 -0.081 -0.121
C -0.032 0.033 -0.038
F 0.015 -0.012 -0.011
C -0.057 0.116 0.041
F 0.029 -0.059 -0.013
C -0.030 -0.001 0.021
F 0.022 -0.019 0.013
C -0.113 0.131 -0.107
F 0.158 -0.080 0.026
C 0.046 0.263 -0.260
C -0.175 -0.143 -0.207
F 0.069 0.056 0.089
C 0.033 0.044 -0.025
F 0.002 -0.049 0.035
C 0.075 0.096 -0.069
F -0.050 -0.053 0.047
C -0.040 -0.013 -0.057
F -0.055 0.016 0.002
C 0.112 0.226 -0.054
F -0.145 -0.208 0.061

Properties
- largest force on an atom (eV Å⁻¹) = 1.49
- HOMO-LUMO gap (alpha / beta) (eV) = 5.96 / 5.54
- electronic energy (eV) = -184790.7972
- expectation value of S² = 3.772
- HOMO (alpha / beta) (eV) = -6.8 / -7.7
- molecular weight (g mol⁻¹) = 1474.2
- LUMO energy (alpha / beta) (eV) = -0.86 / -2.13
- multiplicity = 4

Löwdin population analysis, charges in e, atoms 1 to 8: Pt 0.81; O -0.05; C -0.21; C -0.17; C 0.01; C -0.10; N -0.03; C -0.19


Record 2
DFT (ωB97M-V/def2-TZVPD) results for a structure of composition C10H7FeN3O6 in a non-equilibrium geometry.

Positions of all 27 atoms, in Å:
O  -0.53655  4.86246  -0.47930
C  -0.28252  4.27406  0.46591
Fe  0.23251  -0.69330  0.21612
O  0.03192  -0.15428  -2.62624
C  0.15659  -0.49990  -1.52486
C  0.41616  -2.40988  0.40314
O  0.62283  -3.52187  0.67175
C  -1.86100  -0.41760  0.31086
O  -2.74417  0.33486  0.20270
C  1.94999  -0.56474  -0.07277
O  3.03398  -0.32690  -0.43228
C  -1.92711  -1.80526  4.63115
N  -0.96476  -0.87166  4.05785
C  -0.09078  -0.17230  4.84317
C  0.79213  0.67325  4.23568
C  0.85251  0.73184  2.82923
N  0.03675  -0.04761  2.07102
C  -0.95877  -0.74289  2.70389
O  -1.91515  -1.29274  2.05042
N  1.70328  1.56280  2.18734
H  -2.95141  -1.50088  4.40432
H  -1.76831  -1.82946  5.70547
H  -1.76064  -2.79967  4.21085
H  -0.19588  -0.36295  5.91096
H  1.44042  1.30363  4.82884
H  2.27220  2.20029  2.72877
H  1.62342  1.75110  1.19139

Forces on the atoms, in the same order (eV/Å):
O 0.587 -1.378 2.400
C -0.533 1.274 -2.399
Fe -4.909 3.065 4.981
O 0.733 -1.799 5.074
C -1.747 3.093 -12.570
C 1.176 -11.736 2.202
O -0.934 4.991 -1.310
C -4.256 4.048 -2.305
O 3.109 -3.160 0.600
C 11.752 2.470 -2.181
O -4.804 -1.357 1.463
C -0.318 -0.413 0.736
N 1.051 0.594 2.635
C -2.090 -1.806 -0.520
C 0.978 0.903 0.991
C 0.790 1.031 -3.055
N 0.083 0.635 1.858
C -2.839 -1.154 -3.431
O 2.973 1.054 3.224
N -1.453 -1.090 1.498
H 0.060 0.107 -0.099
H -0.084 -0.023 0.026
H 0.005 0.048 -0.084
H 0.260 0.319 -0.096
H 0.105 0.021 0.161
H 0.299 0.179 0.017
H 0.007 0.082 0.185

Properties
- largest force on an atom (eV Å⁻¹) = 13.06
- HOMO-LUMO gap (alpha / beta) (eV) = 8.14 / 5.28
- electronic energy (eV) = -61588.1526
- expectation value of S² = 8.824
- HOMO (alpha / beta) (eV) = -20.6 / -21.4
- molecular weight (g mol⁻¹) = 321.0
- LUMO energy (alpha / beta) (eV) = -12.49 / -16.15
- multiplicity = 6
- charge = +3

Löwdin population analysis, charges in e, atoms 1 to 8: O 0.05; C -0.01; Fe 0.53; O 0.34; C -0.05; C -0.05; O 0.31; C -0.03